Here is a molecular structure, C40H46IMnN6O8S3 from the Open Molecules 2025 dataset. Energies are from ωB97M-V with the def2-TZVPD basis set.

XYZ file:
```
105
Properties=species:S:1:pos:R:3
Mn 0.899 -1.174 0.679
O 2.405 -0.607 2.178
S 3.425 -0.416 3.262
C 3.711 1.405 3.359
C 2.983 2.202 2.271
C 1.893 3.122 2.820
C 0.683 2.410 3.413
S -0.543 1.722 2.269
O 0.208 0.983 1.185
C -1.091 3.258 1.561
C -0.480 3.773 0.430
C -0.923 4.990 -0.069
C -1.963 5.669 0.551
C -2.576 5.130 1.675
C -2.145 3.914 2.182
C 2.609 -0.687 4.822
C 3.395 -0.879 5.949
C 2.778 -1.098 7.171
C 1.393 -1.152 7.253
C 0.618 -0.981 6.115
C 1.227 -0.744 4.891
H 4.791 1.513 3.267
H 3.432 1.710 4.367
H 2.558 1.523 1.533
H 3.724 2.811 1.751
H 1.569 3.809 2.036
H 2.316 3.748 3.610
H 0.082 3.077 4.036
H 0.979 1.569 4.041
H 0.309 3.214 -0.055
H -0.441 5.424 -0.938
H -2.298 6.621 0.161
H -3.398 5.650 2.148
H -2.637 3.470 3.039
H 4.476 -0.866 5.878
H 3.380 -1.247 8.057
H 0.918 -1.341 8.206
H -0.461 -1.034 6.176
H 0.640 -0.605 3.992
I -0.449 -2.869 2.516
C -1.627 -3.602 0.957
C -2.543 -4.550 1.304
C -3.359 -5.127 0.305
C -3.207 -4.742 -0.990
C -2.249 -3.761 -1.355
C -2.100 -3.393 -2.716
C -1.150 -2.482 -3.067
C -0.349 -1.875 -2.073
C -0.464 -2.130 -0.724
C -1.425 -3.138 -0.376
H -2.644 -4.872 2.331
H -4.080 -5.885 0.579
H -3.811 -5.191 -1.770
H -2.723 -3.877 -3.460
H -0.999 -2.236 -4.113
H 0.409 -1.173 -2.410
O 2.659 -2.259 -0.258
C 2.868 -1.269 -0.983
O 2.241 -0.170 -0.882
C 3.894 -1.367 -2.083
C 4.138 -0.260 -2.881
C 5.017 -0.376 -3.938
C 5.696 -1.543 -4.231
C 5.433 -2.618 -3.402
C 4.545 -2.566 -2.345
N 6.137 -3.898 -3.683
O 5.868 -4.842 -2.975
O 6.926 -3.903 -4.603
N 5.211 0.801 -4.822
O 6.092 0.745 -5.644
O 4.454 1.741 -4.667
H 3.641 0.672 -2.672
H 6.387 -1.617 -5.056
H 4.353 -3.435 -1.732
C -6.885 -1.245 1.124
N -5.640 -0.499 1.140
C -4.514 -0.756 0.456
S -3.019 -0.193 1.002
N -4.581 -1.534 -0.643
C -5.694 -1.656 -1.568
H -7.247 -1.328 2.147
H -6.713 -2.254 0.755
H -7.655 -0.764 0.519
H -5.500 0.162 1.885
H -3.667 -1.791 -0.986
H -6.391 -0.829 -1.436
H -6.234 -2.597 -1.457
H -5.306 -1.604 -2.584
N -1.398 2.527 -4.169
C 0.112 2.609 -4.161
C 0.632 1.465 -3.316
N 0.069 1.570 -1.991
C -1.370 1.420 -1.989
C -1.979 2.562 -2.771
H -1.663 1.636 -4.596
H -1.796 3.265 -4.747
H 0.361 3.572 -3.720
H 0.445 2.570 -5.196
H 1.717 1.522 -3.268
H 0.379 0.515 -3.822
H 0.517 0.929 -1.345
H -1.747 1.437 -0.964
H -1.699 0.462 -2.425
H -1.708 3.529 -2.350
H -3.060 2.486 -2.874
```

Output
Orbital gap (spin up / spin down) = 6.61 / 7.07 eV
Spin multiplicity = 6
LUMO energy (spin up / spin down) = -2.553 / -2.553 eV
Charge = +1
E_HOMO (spin up / spin down) = -0.3367 / -0.3535 Eh
Expectation value of S² = 8.76

Results of the Mulliken charge analysis, in e, for atoms 1 through 8: 0.276 -0.411 -0.109 -1.025 0.309 -1.198 -0.170 0.348

Here is a molecular structure, C40H48As2N5NaO17S at a distorted geometry from the Open Molecules 2025 dataset. Energies are from ωB97M-V with the def2-TZVPD basis set.

XYZ file:
```
114
Properties=species:S:1:pos:R:3
Na 0.216 1.422 0.877
C -3.842 0.952 3.352
N -3.389 1.155 1.995
C -3.838 2.398 1.387
C -2.305 0.549 1.449
O -1.805 0.950 0.409
C -1.819 -0.739 2.095
O -0.557 -1.114 1.578
C -0.064 -2.172 2.346
C 1.307 -2.598 1.854
O 1.870 -2.058 0.930
N 1.860 -3.651 2.538
C 1.226 -4.266 3.688
C 3.172 -4.117 2.152
H -4.867 0.563 3.373
H -3.809 1.910 3.877
H -3.196 0.276 3.899
H -4.932 2.414 1.363
H -3.452 2.457 0.374
H -3.454 3.242 1.967
H -2.555 -1.533 1.887
H -1.730 -0.599 3.172
H -0.738 -3.043 2.299
H 0.019 -1.886 3.406
H 0.335 -4.839 3.413
H 0.956 -3.530 4.446
H 1.937 -4.957 4.139
H 3.474 -3.582 1.255
H 3.156 -5.191 1.943
H 3.906 -3.925 2.943
O -1.380 3.573 3.300
C -0.443 2.819 3.005
O -0.501 1.534 2.993
C 0.948 3.372 2.561
O 1.693 3.803 3.455
O 1.205 3.246 1.323
S 2.226 -3.118 -2.124
C 3.472 -1.953 -2.104
C 2.992 -0.687 -2.016
C 1.563 -0.653 -1.981
C 0.998 -1.910 -2.023
C -0.409 -2.308 -1.894
C -0.820 -3.622 -2.146
C -2.148 -3.950 -1.953
C -3.034 -2.970 -1.531
C -2.536 -1.689 -1.335
N -1.263 -1.369 -1.501
H 4.506 -2.257 -2.144
H 3.612 0.190 -1.979
H -0.117 -4.366 -2.499
H -2.493 -4.960 -2.148
H -4.083 -3.184 -1.371
H -3.184 -0.870 -1.033
O 2.395 -0.899 8.198
C 3.296 -1.742 7.527
N 3.682 -1.271 6.215
C 2.682 -1.128 5.281
O 1.541 -1.486 5.538
C 3.083 -0.566 3.970
C 4.361 -0.744 3.447
C 4.646 -0.219 2.202
C 3.635 0.458 1.528
N 2.420 0.634 2.023
C 2.144 0.147 3.225
H 1.625 -0.817 7.619
H 2.877 -2.744 7.408
H 4.193 -1.798 8.141
H 4.415 -0.580 6.175
H 5.107 -1.312 3.992
H 5.620 -0.345 1.746
H 3.811 0.871 0.541
H 1.141 0.356 3.590
C -0.421 0.108 -9.647
O -0.419 0.898 -8.467
C -0.441 0.181 -7.308
O -0.594 -1.017 -7.316
C -0.381 1.048 -6.113
C 0.400 2.136 -6.073
As 0.363 3.567 -4.684
C 2.314 3.972 -4.816
C 0.087 2.243 -3.263
C -1.305 1.839 -3.450
As -1.509 0.352 -4.616
C -3.181 0.729 -5.599
C -2.274 2.786 -3.083
O -2.074 3.912 -2.629
O -3.597 2.358 -3.264
C -4.559 3.316 -2.873
C 1.068 1.590 -2.656
O 0.793 0.467 -1.875
O 2.366 2.014 -2.588
C 2.533 3.038 -1.584
C 1.367 2.407 -7.166
O 2.255 1.678 -7.537
O 1.189 3.643 -7.691
C 2.153 4.019 -8.664
H -0.345 0.810 -10.475
H -1.341 -0.473 -9.726
H 0.425 -0.579 -9.654
H 2.448 4.687 -5.628
H 2.931 3.090 -4.979
H 2.623 4.444 -3.885
H -3.290 1.797 -5.777
H -4.030 0.373 -5.017
H -3.133 0.182 -6.542
H -5.530 2.839 -3.014
H -4.498 4.221 -3.483
H -4.434 3.610 -1.829
H 3.604 3.226 -1.508
H 2.134 2.739 -0.613
H 2.012 3.949 -1.883
H 1.931 5.052 -8.920
H 2.077 3.385 -9.550
H 3.163 3.934 -8.262
```

Output
Orbital gap = 4.82 eV
Spin multiplicity = 1
LUMO energy = 3.426 eV
Charge = -2
E_HOMO = -0.0512 Eh

Results of the Mulliken charge analysis, in e, for atoms 1 through 8: 0.569 -1.061 0.316 -0.940 0.161 -0.959 -1.486 1.311

Here is a molecular structure, C40H48BGeN11O3PS2Zn at a distorted geometry from the Open Molecules 2025 dataset. Energies are from ωB97M-V with the def2-TZVPD basis set.

XYZ file:
```
108
Properties=species:S:1:pos:R:3
Zn 1.105 -0.239 -0.299
C 1.400 4.265 -0.303
C 0.908 3.146 -0.973
N 1.170 2.024 -0.306
N 1.864 2.407 0.802
C 1.999 3.748 0.820
B 2.575 1.404 1.781
N 1.473 0.535 2.453
C 1.168 0.284 3.740
C 0.013 -0.470 3.775
C -0.335 -0.652 2.439
N 0.540 -0.042 1.647
N 3.524 0.513 0.909
C 4.799 0.145 1.133
C 5.284 -0.473 0.000
C 4.213 -0.457 -0.895
N 3.159 0.135 -0.345
N 3.422 2.208 2.755
C 4.540 2.909 2.415
C 5.003 3.537 3.538
C 4.090 3.161 4.544
N 3.145 2.371 4.072
H 1.324 5.300 -0.589
H 0.399 3.136 -1.919
H 2.520 4.253 1.615
H 1.788 0.676 4.526
H -0.494 -0.853 4.644
H -1.150 -1.214 2.012
H 5.290 0.356 2.068
H 6.270 -0.872 -0.158
H 4.151 -0.842 -1.900
H 4.919 2.913 1.405
H 5.870 4.171 3.624
H 4.085 3.434 5.589
C 0.226 -5.003 -2.350
C 0.949 -5.769 -1.257
C 2.452 -5.815 -1.457
O 0.653 -5.264 0.069
P 0.382 -3.794 0.608
S -1.494 -3.229 0.361
S 1.814 -2.566 -0.127
O 0.590 -3.982 2.165
C 1.555 -4.746 2.938
C 2.968 -4.253 2.690
C 1.415 -6.245 2.739
H 0.466 -5.445 -3.318
H 0.543 -3.958 -2.351
H -0.852 -5.049 -2.191
H 0.559 -6.785 -1.221
H 2.864 -4.806 -1.458
H 2.679 -6.293 -2.412
H 2.925 -6.391 -0.662
H 1.259 -4.508 3.959
H 3.254 -4.415 1.650
H 3.657 -4.802 3.336
H 3.056 -3.189 2.911
H 1.907 -6.574 1.825
H 0.364 -6.528 2.687
H 1.873 -6.756 3.587
C -2.209 -2.554 -3.019
N -2.549 -1.881 -1.758
C -3.656 -2.236 -1.064
C -3.951 -1.732 0.160
C -3.127 -0.691 0.637
N -2.121 -0.203 -0.152
C -1.656 -0.993 -1.192
O -0.539 -0.815 -1.644
N -3.318 -0.095 1.797
H -2.425 -3.616 -2.931
H -1.152 -2.419 -3.210
H -2.793 -2.128 -3.835
H -4.270 -3.000 -1.523
H -4.794 -2.090 0.728
H -4.069 -0.373 2.406
H -2.652 0.593 2.118
C -1.706 1.668 -2.655
Ge -2.570 1.630 -0.921
C -2.057 2.907 0.426
C -2.566 4.198 0.283
C -2.282 5.166 1.236
C -1.488 4.848 2.331
C -0.957 3.571 2.461
C -1.242 2.599 1.511
C -4.493 1.363 -1.227
C -4.828 0.878 -2.469
C -6.151 0.511 -2.796
C -7.138 0.634 -1.866
C -6.859 1.168 -0.584
C -7.900 1.348 0.362
C -7.655 1.921 1.574
C -6.346 2.335 1.900
C -5.318 2.146 1.021
C -5.532 1.552 -0.253
H -1.848 2.664 -3.077
H -2.157 0.938 -3.321
H -0.652 1.438 -2.578
H -3.195 4.449 -0.566
H -2.684 6.164 1.125
H -1.277 5.599 3.081
H -0.307 3.332 3.294
H -0.782 1.619 1.600
H -4.077 0.766 -3.237
H -6.372 0.136 -3.787
H -8.156 0.350 -2.103
H -8.901 1.028 0.099
H -8.458 2.070 2.284
H -6.156 2.817 2.851
H -4.327 2.488 1.279
```

Output
Orbital gap = 7.18 eV
Spin multiplicity = 1
LUMO energy = -2.985 eV
Charge = +1
E_HOMO = -0.3734 Eh

Results of the natural (NBO) charge analysis, in e, for atoms 1 through 8: 1.672 -0.342 -0.018 -0.417 -0.362 0.005 0.943 -0.351

Relative energy (zero: lowest compared OMol25 entry of this formula, charge and spin)
In order: 121.0; 42.9; 0.0
Unit: kJ/mol